Record 1
Density functional theory data (the ωB97M-V functional and the def2-TZVPD basis) for an isolated molecule of C2H3NO in a non-equilibrium geometry.

Each line ends with the Mulliken charge.
Cartesian coordinates (Å):
N1 2.153 -0.487 -0.125  -0.366
C1 1.085 -0.022 -0.199  0.357
C2 -0.268 0.465 -0.129  -0.307
O1 -0.905 -0.826 -0.285  -0.483
H1 -0.575 1.153 -0.903  0.242
H2 -0.541 0.812 0.950  0.222
H3 -0.949 -1.096 0.691  0.334

Its multiplicity is 1. The energy above the lowest of the compared OMol25 structures with the same formula, charge and spin comes out at 29.2 kcal/mol. Its SMILES is N#CCO. As for the HOMO energy: -11.1 eV. The calculation puts the frontier orbital gap at 11.6 eV. Its calculated total energy is -207.95115 Eh.

Record 2
Density functional theory data (the ωB97M-V functional and the def2-TZVPD basis) for a structure of composition C2H3NO2 in a non-equilibrium geometry.

Each line ends with the Mulliken charge.
Cartesian coordinates (Å):
C1 0.094 -1.124 -0.337  0.477
C2 -0.171 0.670 0.543  -0.149
N1 0.147 0.172 -0.736  -0.107
O1 0.234 -2.207 -0.739  -0.445
O2 -0.528 -0.674 1.006  -0.374
H1 0.704 1.100 1.027  0.236
H2 -1.043 1.416 0.673  0.211
H3 0.563 0.647 -1.435  0.150

Its multiplicity is 1. The energy above the lowest of the compared OMol25 structures with the same formula, charge and spin comes out at 28.2 kcal/mol. As for the HOMO energy: -10.7 eV. The calculation puts the frontier orbital gap at 11.4 eV. Its calculated total energy is -283.21308 Eh.

Record 3
Density functional theory data (the ωB97M-V functional and the def2-TZVPD basis) for a structure of composition C2H3NO2 in a non-equilibrium geometry.

Each line ends with the Mulliken charge.
Cartesian coordinates (Å):
C1 0.830 0.783 0.418  0.065
C2 -0.442 0.387 0.594  -0.559
O1 -0.758 -1.414 -0.999  -0.350
N1 -0.128 -0.900 0.072  0.105
O2 1.242 -0.368 -0.210  -0.309
H1 -0.909 -0.733 -1.686  0.330
H2 1.498 1.571 0.700  0.386
H3 -1.333 0.674 1.110  0.333

Its multiplicity is 1. The energy above the lowest of the compared OMol25 structures with the same formula, charge and spin comes out at 119.7 kcal/mol. As for the HOMO energy: -9.2 eV. The calculation puts the frontier orbital gap at 10.1 eV. Its calculated total energy is -283.06724 Eh.

Record 4
Density functional theory data (the ωB97M-V functional and the def2-TZVPD basis) for an isolated molecule of C2H3NO2 in a non-equilibrium geometry.

Each line ends with the Mulliken charge.
Cartesian coordinates (Å):
O1 2.525 -0.158 -0.149  -0.513
C1 0.869 0.190 0.262  -0.023
N1 -0.066 1.121 -0.080  -0.317
C2 -0.454 -0.188 0.549  0.376
O2 -1.094 -1.102 -0.174  -0.494
H1 -0.115 1.676 -1.000  0.303
H2 -0.974 0.008 1.531  0.316
H3 -0.692 -1.549 -0.940  0.353

Its multiplicity is 1. The energy above the lowest of the compared OMol25 structures with the same formula, charge and spin comes out at 152.4 kcal/mol. Its SMILES is O=C1N[C@H]1O. As for the HOMO energy (spin up / spin down): -9.4 / -9.4 eV. The calculation puts the frontier orbital gap (spin up / spin down) at 9.2 / 9.2 eV. Its calculated total energy is -283.01508 Eh.

Record 5
Density functional theory data (the ωB97M-V functional and the def2-TZVPD basis) for a structure of composition C2H3NO2 in a non-equilibrium geometry.

Each line ends with the Mulliken charge.
Cartesian coordinates (Å):
C1 0.279 0.778 0.099  -0.083
C2 -1.163 0.194 0.111  0.249
H1 1.717 -1.819 -0.310  0.385
H2 0.372 1.812 -0.321  0.301
H3 -1.917 1.120 0.413  0.231
N1 1.325 0.092 -0.112  -0.266
O1 0.818 -1.163 0.247  -0.364
O2 -1.431 -1.013 -0.126  -0.454

Its multiplicity is 1. The energy above the lowest of the compared OMol25 structures with the same formula, charge and spin comes out at 122.1 kcal/mol. As for the HOMO energy: -9.6 eV. The calculation puts the frontier orbital gap at 9.2 eV. Its calculated total energy is -283.06339 Eh.

Record 6
Density functional theory data (the ωB97M-V functional and the def2-TZVPD basis) for a cluster of 2 separate species, C2H3NO2 in total in a non-equilibrium geometry.

Each line ends with the Mulliken charge.
Cartesian coordinates (Å):
N1 1.946 0.139 -0.004  -0.608
C1 1.340 -0.807 0.480  0.694
O1 0.508 -1.447 0.961  -0.298
H1 1.334 0.910 -0.216  0.291
C2 -1.148 0.288 -0.314  -0.249
O2 -1.214 -0.734 0.359  -0.362
H2 -1.442 0.378 -1.436  0.229
H3 -1.324 1.273 0.170  0.304

Its multiplicity is 1. The energy above the lowest of the compared OMol25 structures with the same formula, charge and spin comes out at 68.4 kcal/mol. Its SMILES is N=C=O.C=O. As for the HOMO energy: -10.4 eV. The calculation puts the frontier orbital gap at 10.6 eV. Its calculated total energy is -283.14905 Eh.

Record 7
Density functional theory data (the ωB97M-V functional and the def2-TZVPD basis) for a cluster of 2 separate species, C2H3NO2 in total in a non-equilibrium geometry.

Each line ends with the Mulliken charge.
Cartesian coordinates (Å):
C1 -0.148 -0.585 0.626  -0.226
C2 -0.351 0.101 -0.699  -0.051
N1 1.572 0.711 0.441  -0.030
O1 0.832 0.907 -0.737  -0.224
O2 0.912 -0.103 1.174  -0.076
H1 -1.211 -1.167 1.496  0.254
H2 -0.356 -0.599 -1.547  0.173
H3 -1.250 0.736 -0.753  0.180

Its multiplicity is 1. The energy above the lowest of the compared OMol25 structures with the same formula, charge and spin comes out at 168.1 kcal/mol. As for the HOMO energy (spin up / spin down): -8.4 / -7.9 eV. The calculation puts the frontier orbital gap (spin up / spin down) at 8.9 / 8.4 eV. Its calculated total energy is -282.99004 Eh.

Record 8
Density functional theory data (the ωB97M-V functional and the def2-TZVPD basis) for a structure of composition C2H3NO2 in a non-equilibrium geometry.

Each line ends with the Mulliken charge.
Cartesian coordinates (Å):
C1 -0.534 -0.952 -0.618  0.123
C2 0.724 1.336 1.312  0.369
N1 -0.392 -0.529 -1.761  -0.531
O1 -0.017 -0.116 0.550  -0.594
O2 1.873 1.529 1.330  -0.282
H1 -0.936 -1.759 -0.149  0.385
H2 -0.219 1.676 1.884  0.289
H3 -0.499 -1.186 -2.549  0.241

Its multiplicity is 1. The energy above the lowest of the compared OMol25 structures with the same formula, charge and spin comes out at 83.7 kcal/mol. As for the HOMO energy: -9.8 eV. The calculation puts the frontier orbital gap at 10.2 eV. Its calculated total energy is -283.12465 Eh.

Q: Which value of multiplicity does entry 1 give?
A: 1

Q: Which value of calculated total energy does entry 2 give?
A: -283.21308 Eh